(1)
DFT (wB97M-V/def2-TZVPD) results for 2 unconnected molecules or ions with the total composition C2H8NO.

Last column: natural (NBO) charge in e.
Positions of all 12 atoms, in Å:
O (-1.213, 1.245, 1.456)  -0.974
H (-0.646, -0.494, 0.584)  0.471
H (-1.255, 1.974, 2.093)  0.506
H (-1.664, 1.659, 0.707)  0.480
C (-0.015, -0.316, -1.457)  -0.426
C (1.261, -0.854, 0.516)  0.142
N (0.140, -0.692, -0.039)  -0.380
H (-0.643, -1.043, -1.948)  0.252
H (-0.483, 0.657, -1.507)  0.237
H (0.965, -0.225, -1.911)  0.235
H (1.377, -1.108, 1.567)  0.238
H (2.177, -0.804, -0.061)  0.218

Force components x, y, z for each atom (eV/Å):
O -0.24 0.62 -0.34
H -0.26 -0.43 0.03
H 0.20 -0.43 0.28
H -0.06 -0.19 -0.03
C 0.09 0.05 0.32
C 0.91 -0.66 0.29
N 0.09 1.11 -0.13
H -0.03 -0.20 -0.16
H -0.24 0.21 0.09
H 0.05 -0.28 -0.09
H -0.44 0.32 -0.02
H -0.07 -0.12 -0.26

The energy above the lowest of the compared OMol25 structures with the same formula, charge and spin comes out at 21.1 kcal per mole. The net charge is +1. The maximum force is 1.16 eV/Å.

***

(2)
DFT (wB97M-V/def2-TZVPD) results for 2 unconnected molecules or ions with the total composition C2H8NO.

Last column: natural (NBO) charge in e.
Positions of all 12 atoms, in Å:
C (0.083, 0.318, -1.237)  -0.108
C (-1.022, 0.343, -0.529)  -0.294
N (1.380, 0.579, -0.602)  -0.682
H (0.085, 0.120, -2.284)  0.241
H (-1.999, 0.094, -0.917)  0.249
H (-0.994, 0.494, 0.537)  0.227
H (1.629, 1.558, -0.787)  0.448
H (1.334, 0.551, 0.417)  0.458
H (2.133, -0.024, -0.932)  0.453
H (-1.473, -0.897, 2.319)  0.483
H (-0.561, -2.049, 2.031)  0.490
O (-0.593, -1.087, 1.984)  -0.964

Force components x, y, z for each atom (eV/Å):
C -0.99 -0.32 0.11
C 0.01 -0.19 0.62
N 0.08 1.13 0.01
H 0.50 -0.07 -0.53
H 0.13 0.19 -0.44
H 0.07 0.19 0.04
H 0.34 -0.17 -0.27
H -0.23 -0.54 0.24
H 0.01 -0.08 0.00
H -0.12 0.18 0.20
H 0.22 -0.08 0.00
O -0.01 -0.23 0.02

The energy above the lowest of the compared OMol25 structures with the same formula, charge and spin comes out at 27.0 kcal per mole. The net charge is +1. The maximum force is 1.13 eV/Å.